No. 1
This record from the OMol25 dataset describes the molecule CH7N2O2P at a distorted geometry. The level of theory is ωB97M-V/def2-TZVPD.

Summary:
E_LUMO (spin up / spin down) in eV: 0.642 / -3.333
Charge: 0
ΔE to the lowest compared entry with this formula, charge and spin in kcal per mole: 53.1
Spin multiplicity: 3
<S²>: 2.007
DFT total energy in a.u.: -643.42547

XYZ file:
```
13
CH7N2O2P ωB97M-V/def2-TZVPD
C 1.231 0.492 1.293
N -1.748 0.910 -1.476
N 0.508 -1.365 -0.669
O -1.339 -0.838 1.075
O -0.622 0.964 -0.626
P -0.171 -0.227 0.347
H 1.075 1.466 1.634
H 1.368 -0.104 2.218
H 2.142 0.464 0.653
H -2.515 1.061 -0.806
H -2.019 -0.030 -1.773
H 1.278 -1.883 -0.328
H 0.813 -0.912 -1.540
```

=====

No. 2
This record from the OMol25 dataset describes a cluster of 2 separate species, CH7N2O2PS in total at a distorted geometry. The level of theory is ωB97M-V/def2-TZVPD.

Summary:
E_LUMO in eV: -0.390
Charge: 0
ΔE to the lowest compared entry with this formula, charge and spin in kcal per mole: 29.4
Spin multiplicity: 1
DFT total energy in a.u.: -1041.68984

XYZ file:
```
14
CH7N2O2PS ωB97M-V/def2-TZVPD
C -0.666 1.352 1.232
N 0.106 -0.216 -2.927
N 0.631 -1.174 -2.087
O -1.833 -0.957 1.543
O 0.458 -0.713 2.377
P 1.685 -0.726 -1.033
S -0.567 -0.541 1.068
H -0.309 1.561 2.207
H -0.076 2.018 0.501
H -1.865 1.565 1.163
H 0.187 0.845 -2.639
H -0.921 -0.410 -2.954
H 1.332 -0.562 2.048
H 1.838 -2.044 -0.498
```

=====

No. 3
This record from the OMol25 dataset describes a cluster of 2 separate species, CH7N2S in total at a distorted geometry. The level of theory is ωB97M-V/def2-TZVPD.

Summary:
E_LUMO in eV: 4.144
Charge: -1
ΔE to the lowest compared entry with this formula, charge and spin in kcal per mole: 7.9
Spin multiplicity: 1
DFT total energy in a.u.: -550.02132

XYZ file:
```
11
CH7N2S ωB97M-V/def2-TZVPD
S 3.120 -0.415 -0.774
H 2.912 -0.837 0.473
N -1.034 0.652 1.148
C -1.248 0.276 -0.288
N -0.129 -0.339 -0.958
H -0.171 1.211 1.135
H -0.648 -0.178 1.610
H -1.579 1.177 -0.802
H -2.073 -0.436 -0.259
H 0.119 -1.266 -0.612
H 0.731 0.155 -0.672
```

=====

No. 4
This record from the OMol25 dataset describes a cluster of 2 separate species, CH7N3O in total at a distorted geometry. The level of theory is ωB97M-V/def2-TZVPD.

Summary:
E_LUMO in eV: 0.757
Charge: 0
ΔE to the lowest compared entry with this formula, charge and spin in kcal per mole: 28.4
Spin multiplicity: 1
DFT total energy in a.u.: -281.80456
Structure (SMILES): N=C(N)N.O

XYZ file:
```
12
CH7N3O ωB97M-V/def2-TZVPD
N 1.600 0.864 0.831
C 0.308 0.391 0.363
N -0.022 0.937 -0.889
N -0.428 -0.339 1.033
H 1.500 0.853 1.827
H 1.642 1.861 0.734
H 0.657 1.245 -1.605
H -0.954 0.633 -1.120
H -0.093 -0.639 1.965
H -1.213 -1.693 -0.295
H -1.169 -2.259 -1.768
O -1.828 -1.855 -1.076
```

=====

No. 5
This record from the OMol25 dataset describes the ion CH7N3O3P with charge +1 at a distorted geometry. The level of theory is ωB97M-V/def2-TZVPD.

Summary:
E_LUMO in eV: -4.440
Charge: +1
ΔE to the lowest compared entry with this formula, charge and spin in kcal per mole: 64.1
Spin multiplicity: 1
DFT total energy in a.u.: -773.43072
Structure (SMILES): NC(=[NH2+])N=P(O)(O)O

XYZ file:
```
15
CH7N3O3P ωB97M-V/def2-TZVPD
C -0.782 -0.617 0.306
N -0.543 -0.103 -0.804
N -0.032 -0.430 1.486
N -1.744 -1.548 0.411
O 2.444 0.111 -1.790
O 1.078 2.379 -1.393
O 2.034 1.107 0.436
P 1.372 0.867 -0.986
H 0.659 0.284 1.509
H -0.596 -0.518 2.276
H -2.326 -1.846 -0.418
H -2.295 -1.658 1.307
H 2.800 -0.710 -1.379
H 0.573 2.396 -2.203
H 2.953 1.264 0.348
```

=====

No. 6
This record from the OMol25 dataset describes a cluster of 2 separate species, CH7N3OP in total at a distorted geometry. The level of theory is ωB97M-V/def2-TZVPD.

Summary:
E_LUMO (spin up / spin down) in eV: -6.174 / -6.176
Charge: +1
ΔE to the lowest compared entry with this formula, charge and spin in kcal per mole: 64.7
Spin multiplicity: 1
DFT total energy in a.u.: -622.79393

XYZ file:
```
13
CH7N3OP ωB97M-V/def2-TZVPD
C -1.189 0.145 0.107
N -2.389 -0.136 0.313
N -0.292 -0.718 -0.335
N 1.547 0.445 -0.749
O -0.883 1.377 0.158
P 2.550 -0.029 0.358
H -2.744 -1.065 0.365
H -2.978 0.628 0.657
H -0.776 -1.604 -0.541
H 1.817 0.101 -1.719
H -0.082 1.476 -0.455
H 2.274 0.631 1.517
H 3.144 -1.251 0.323
```

=====

No. 7
This record from the OMol25 dataset describes a cluster of 2 separate species, CH7N4OS in total at a distorted geometry. The level of theory is ωB97M-V/def2-TZVPD.

Summary:
E_LUMO (spin up / spin down) in eV: -7.382 / -7.723
Charge: +1
ΔE to the lowest compared entry with this formula, charge and spin in kcal per mole: 119.9
Spin multiplicity: 1
DFT total energy in a.u.: -734.24370

XYZ file:
```
14
CH7N4OS ωB97M-V/def2-TZVPD
C 0.093 -0.777 0.293
N -0.965 1.345 0.026
N 2.912 0.559 0.305
N -1.013 -0.043 0.080
N -2.197 -0.598 -0.422
O -0.065 -2.020 0.303
S 4.351 0.057 -0.044
H 0.006 1.664 -0.211
H -1.811 1.788 -0.421
H 2.251 -0.168 0.576
H -0.948 -2.287 0.351
H -2.543 0.024 -1.052
H -2.887 -0.812 0.232
H 4.912 1.118 -0.915
```

=====

No. 8
This record from the OMol25 dataset describes a structure of composition CH7N4S2 at a distorted geometry. The level of theory is ωB97M-V/def2-TZVPD.

Summary:
E_LUMO in eV: -5.034
Charge: +1
ΔE to the lowest compared entry with this formula, charge and spin in kcal per mole: 0.0
Spin multiplicity: 1
DFT total energy in a.u.: -1057.37491

XYZ file:
```
14
CH7N4S2 ωB97M-V/def2-TZVPD
C -0.966 -0.973 0.332
N -0.376 -1.884 1.054
N 1.902 0.961 0.331
N -0.222 -0.246 -0.497
N -0.662 0.590 -1.354
S -2.575 -0.703 0.572
S -2.180 1.088 -1.463
H 0.404 -2.392 0.622
H -0.887 -2.142 1.903
H 1.069 0.287 0.075
H 2.010 1.539 -0.592
H 2.790 0.502 0.623
H 1.467 1.575 1.013
H -1.774 1.798 -2.617
```

=====

No. 9
This record from the OMol25 dataset describes a structure of composition CH7N5O2 at a distorted geometry. The level of theory is ωB97M-V/def2-TZVPD.

Summary:
E_LUMO (spin up / spin down) in eV: -0.193 / -0.192
Charge: 0
ΔE to the lowest compared entry with this formula, charge and spin in kcal per mole: 68.3
Spin multiplicity: 1
DFT total energy in a.u.: -466.37440

XYZ file:
```
15
CH7N5O2 ωB97M-V/def2-TZVPD
N -0.728 -0.298 0.886
N -1.088 -1.487 0.267
N 1.656 -0.409 0.484
N 1.643 -1.354 -0.239
H -0.746 -0.193 1.892
H -0.897 -1.434 -0.735
H -0.468 -2.243 0.586
H 1.874 -1.281 -1.240
C -0.680 0.977 0.139
N 1.136 1.146 -0.100
O -1.184 0.737 -1.165
O -1.045 1.978 0.767
H -2.138 0.606 -1.058
H 1.304 1.402 -1.072
H 1.362 1.852 0.589
```

=====

No. 10
This record from the OMol25 dataset describes a cluster of 2 separate species, CH7N6 in total at a distorted geometry. The level of theory is ωB97M-V/def2-TZVPD.

Summary:
E_LUMO (spin up / spin down) in eV: -3.890 / -5.534
Charge: +1
ΔE to the lowest compared entry with this formula, charge and spin in kcal per mole: 0.0
Spin multiplicity: 3
<S²>: 2.025
DFT total energy in a.u.: -370.38898

XYZ file:
```
14
CH7N6 ωB97M-V/def2-TZVPD
C 1.304 -0.692 -0.050
N 2.532 -0.169 -0.016
N 2.406 1.105 0.063
N 0.240 0.559 0.214
N 1.134 1.508 0.254
N 0.973 -1.924 -0.283
N -2.326 0.353 -0.036
H -1.266 0.324 0.052
H 1.019 2.582 0.384
H -0.013 -2.164 -0.126
H 1.823 -2.503 -0.207
H -2.557 0.408 -1.089
H -2.575 1.129 0.502
H -2.695 -0.518 0.339
```

=====

No. 11
This record from the OMol25 dataset describes a cluster of 2 separate species, CH7NO in total at a distorted geometry. The level of theory is ωB97M-V/def2-TZVPD.

Summary:
E_LUMO in eV: 1.127
Charge: 0
ΔE to the lowest compared entry with this formula, charge and spin in kcal per mole: 40.9
Spin multiplicity: 1
DFT total energy in a.u.: -172.21298
Structure (SMILES): NO.C

XYZ file:
```
10
CH7NO ωB97M-V/def2-TZVPD
C -0.737 1.152 1.187
H -0.511 -1.924 -1.115
H 1.716 -0.945 -2.066
H 1.589 -0.671 -0.437
H -1.759 1.516 1.066
H -0.540 0.350 0.472
H -0.717 0.805 2.207
H -0.056 1.970 1.096
N 1.201 -1.229 -1.189
O -0.188 -1.025 -1.222
```

=====

No. 12
This record from the OMol25 dataset describes a cluster of 2 separate species, CH7NO in total at a distorted geometry. The level of theory is ωB97M-V/def2-TZVPD.

Summary:
E_LUMO in eV: 0.815
Charge: 0
ΔE to the lowest compared entry with this formula, charge and spin in kcal per mole: 55.4
Spin multiplicity: 1
DFT total energy in a.u.: -172.18979
Structure (SMILES): CN.O

XYZ file:
```
10
CH7NO ωB97M-V/def2-TZVPD
C -1.965 0.231 -0.108
H 4.419 0.828 -0.301
H 2.994 0.171 0.359
H -0.901 -1.043 0.771
H -1.049 -1.217 -0.764
H -1.805 1.311 -0.678
H -2.964 -0.301 -0.150
H -2.038 0.777 1.020
N -0.711 -0.590 -0.090
O 4.020 -0.166 -0.060
```